(1)
Below is a 2-piece molecular cluster, H5N3OP overall, with properties calculated with ωB97M-V with the def2-TZVPD basis set.

The energy above the lowest of the compared OMol25 structures with the same formula, charge and spin comes out at 11.5 kcal/mol. Its total energy is -583.81555 Ha. The frontier orbital gap comes out at 8.27 eV. Its lowest unoccupied orbital energy is 4.51 eV. For the highest occupied orbital energy, the calculation gives -0.138 hartree. As for the net charge: -1.

```
10
Properties=species:S:1:pos:R:3:mulliken_charge:R:1
N -2.753 -0.214 0.700 -0.681
N -1.009 0.075 -1.193 -0.729
N 2.115 -0.261 -0.426 -0.445
O 2.386 1.004 0.382 -0.423
P -1.267 0.102 0.364 -0.127
H 1.516 1.129 0.777 0.322
H -2.928 -0.490 1.652 0.210
H -1.915 0.039 -1.616 0.289
H 1.181 -0.348 -0.643 0.361
H 2.673 -1.036 0.003 0.223
```

(2)
Below is C18H10AlBr2F5I as an isolated structure, with properties calculated with ωB97M-V with the def2-TZVPD basis set.

The energy above the lowest of the compared OMol25 structures with the same formula, charge and spin comes out at 2.1 kcal/mol. Its total energy is -6879.22042 Ha. The frontier orbital gap comes out at 8.40 eV. Its lowest unoccupied orbital energy is -3.53 eV. For the highest occupied orbital energy, the calculation gives -0.438 hartree. As for the net charge: +1.

```
37
Properties=species:S:1:pos:R:3:mulliken_charge:R:1
Al 0.881 -0.186 0.063 0.303
Br 0.559 -2.638 -0.102 -0.001
C 0.472 -2.493 -2.018 0.771
C 0.396 -3.645 -2.726 -0.840
C 0.320 -3.550 -4.136 -0.548
C 0.302 -2.328 -4.739 -0.911
C 0.390 -1.131 -3.980 0.754
C 0.392 0.143 -4.604 -0.751
C 0.496 1.287 -3.870 -1.069
C 0.624 1.214 -2.466 -0.335
C 0.644 0.008 -1.810 0.778
C 0.501 -1.190 -2.571 -0.030
H 0.386 -4.610 -2.239 0.413
H 0.273 -4.457 -4.722 0.411
H 0.226 -2.252 -5.816 0.399
H 0.315 0.189 -5.683 0.407
H 0.498 2.252 -4.359 0.411
H 0.718 2.140 -1.909 0.499
Br -4.674 1.702 1.792 -0.166
C -3.351 1.583 3.122 -0.349
C -3.701 1.889 4.433 -0.365
C -2.759 1.814 5.446 -0.598
C -1.455 1.436 5.168 -0.704
C -1.083 1.129 3.868 -0.241
C -2.040 1.210 2.871 0.734
I -1.526 0.756 0.890 0.459
H -4.719 2.187 4.644 0.398
H -3.051 2.053 6.459 0.386
H -0.720 1.377 5.958 0.413
H -0.074 0.838 3.645 0.387
F 1.656 1.046 2.460 -0.321
C 2.127 0.061 1.629 0.710
F 2.507 -0.987 2.386 -0.302
C 3.373 0.656 0.941 0.569
F 2.942 1.764 0.281 -0.234
F 3.760 -0.223 -0.009 -0.226
F 4.393 0.958 1.703 -0.211
```

(3)
Below is one molecule with the formula C20H20N4O3, with properties calculated with ωB97M-V with the def2-TZVPD basis set.

The energy above the lowest of the compared OMol25 structures with the same formula, charge and spin comes out at 0.0 kcal/mol. Its total energy is -1218.95397 Ha. The frontier orbital gap comes out at 9.27 eV. The structure (SMILES) is CN(Cc1ccccc1)C(=O)CNC(=O)Cn1cnc2ccccc2c1=O. Its lowest unoccupied orbital energy is 0.40 eV. For the highest occupied orbital energy, the calculation gives -0.326 hartree.

```
47
Properties=species:S:1:pos:R:3:mulliken_charge:R:1
C -0.435 -3.157 -1.773 -1.064
N 0.834 -2.519 -1.519 0.158
C 0.956 -1.300 -0.953 0.949
O 2.028 -0.793 -0.687 -0.693
C -0.358 -0.563 -0.671 -1.207
N -0.089 0.649 0.057 0.046
C -0.276 0.721 1.384 0.826
O -0.840 -0.123 2.048 -0.676
C 0.238 2.036 1.996 -1.340
N -0.619 3.148 1.633 0.115
C -1.651 3.518 2.440 0.053
N -2.464 4.477 2.222 -0.607
C -2.295 5.215 1.078 0.237
C -3.155 6.287 0.819 -0.421
C -2.993 7.035 -0.324 -0.283
C -1.978 6.737 -1.234 -0.600
C -1.125 5.684 -0.998 -0.580
C -1.272 4.914 0.159 0.138
C -0.386 3.790 0.417 0.755
O 0.496 3.400 -0.330 -0.746
H -0.331 5.431 -1.684 0.448
H -1.865 7.335 -2.126 0.409
H -3.657 7.864 -0.522 0.390
H -3.933 6.504 1.533 0.472
H -1.777 2.935 3.343 0.346
H 1.244 2.241 1.620 0.385
H 0.252 1.932 3.082 0.444
H 0.478 1.358 -0.396 0.320
H -1.008 -1.181 -0.045 0.453
H -0.866 -0.327 -1.610 0.316
C 2.026 -3.331 -1.708 -1.318
C 2.031 -4.518 -0.781 0.786
C 2.145 -5.811 -1.270 -0.412
C 2.134 -6.892 -0.404 -0.537
C 2.000 -6.688 0.958 -0.399
C 1.883 -5.399 1.453 -0.642
C 1.901 -4.320 0.589 -0.251
H 1.815 -3.314 0.973 0.408
H 1.780 -5.234 2.516 0.391
H 1.988 -7.530 1.633 0.376
H 2.227 -7.895 -0.795 0.371
H 2.249 -5.976 -2.333 0.339
H 2.879 -2.680 -1.495 0.324
H 2.078 -3.656 -2.752 0.430
H -0.255 -4.068 -2.341 0.405
H -1.089 -2.509 -2.358 0.348
H -0.945 -3.429 -0.845 0.338
```